[1]
ORCA calculation (the ωB97M-V functional and the def2-TZVPD basis) on a structure of composition C6H14NO.

Geometry (Å):
H: 4.82 0.30 0.67
H: -0.86 -0.41 0.56
H: 4.04 0.05 -0.82
N: 3.10 -0.81 1.03
C: 3.82 0.13 0.21
H: -0.92 1.63 -0.87
H: -4.22 0.03 1.81
C: -1.17 0.67 -1.28
C: 1.08 -0.48 -0.44
C: 1.79 -0.58 0.83
H: -3.66 1.22 0.53
H: -0.73 0.62 -2.25
H: 1.22 -0.78 1.78
H: 1.45 -1.13 -1.39
C: -0.47 -0.45 -0.44
H: -2.74 -0.22 1.08
O: -4.36 -0.66 -0.33
H: 3.36 1.14 0.22
H: 1.42 0.51 0.44
H: -0.91 -1.37 -0.92
H: -2.29 0.52 -1.15
C: -3.78 0.06 0.72

Summary:
HOMO ... -2.5583 eV
Energy relative to the best compared isomer or geometry (same formula, charge and spin) ... 146.5 kcal/mol
Gap between HOMO and LUMO ... 5.02 eV
Charge ... -1

[2]
ORCA calculation (the ωB97M-V functional and the def2-TZVPD basis) on a structure of composition C32H30BrIN2O5Pd.

Geometry (Å):
C: 2.54 -1.55 0.59
C: -4.33 1.28 0.23
Pd: -0.31 -0.34 -0.21
C: -2.23 2.50 0.69
H: -2.45 4.24 1.93
N: -0.13 1.99 -0.33
O: 0.02 0.23 2.00
H: -5.25 -2.73 2.03
H: -0.46 3.73 0.71
O: 1.16 -1.98 0.56
C: 2.92 -3.73 -4.83
C: 2.34 -3.31 2.16
C: 3.29 -2.78 1.08
O: 1.33 0.20 -1.56
C: -5.00 2.18 0.99
C: 4.41 3.47 -3.21
C: -0.88 2.78 0.39
C: 0.95 -2.97 1.60
H: 4.78 4.48 -3.19
C: -0.15 0.01 4.35
C: -4.14 -1.55 3.44
C: 3.33 3.17 -2.38
C: -2.17 -1.48 1.51
H: -3.48 -2.65 0.29
Br: 0.72 -5.19 -1.65
C: 4.47 1.20 -4.03
H: 4.28 -2.53 1.46
C: -1.95 -0.84 2.74
H: -4.84 0.46 -0.27
C: 2.44 -4.51 -3.79
C: -2.95 -0.89 3.70
H: -0.22 -0.92 4.90
H: 0.29 -2.56 2.37
H: -2.82 -0.39 4.66
H: 2.87 -5.48 -3.58
C: 0.81 -2.82 -3.30
H: 2.08 3.90 -1.14
H: 2.52 -2.79 3.10
H: 2.73 -1.88 -5.90
C: -4.33 -2.19 2.22
H: 3.73 -4.10 -5.44
C: 1.30 -2.03 -4.33
C: -0.65 -0.17 2.95
C: -2.91 1.38 0.06
N: 0.99 2.34 -0.87
H: 2.65 -0.72 1.30
H: 5.81 2.76 -4.65
H: 3.39 -3.50 0.26
H: 2.45 -4.37 2.33
H: -0.77 0.75 4.86
O: 2.86 4.17 -1.64
H: -4.88 3.96 2.22
C: 1.38 -4.06 -3.02
C: 4.97 2.51 -4.02
H: 0.85 -1.07 -4.53
H: 0.88 0.37 4.33
H: 3.01 -0.13 -3.21
C: -4.32 3.25 1.63
H: 2.81 -1.23 -0.41
O: -2.31 0.52 -0.64
H: 0.47 -3.83 1.14
H: -6.07 2.08 1.12
H: -4.92 -1.57 4.18
H: -1.35 -1.46 0.77
C: 1.68 1.41 -1.58
C: -3.34 -2.15 1.24
C: 3.41 0.88 -3.21
I: -0.92 -2.13 -2.28
C: 2.81 1.84 -2.38
C: -2.97 3.40 1.47
C: 2.36 -2.49 -5.09
H: 4.91 0.45 -4.67

Summary:
HOMO (spin up / spin down) ... -13.4561 / -13.4106 eV
Gap between HOMO and LUMO (spin up / spin down) ... 7.22 / 4.47 eV
2S+1 ... 5
Expectation value of S² ... 6.10
Charge ... +2

[3]
ORCA calculation (the ωB97M-V functional and the def2-TZVPD basis) on a structure of composition C3H4ClNOS.

Geometry (Å):
H: 2.52 0.41 0.15
O: -1.30 0.82 -1.59
S: 0.17 1.34 -1.18
H: -2.13 -1.29 -1.07
Cl: -3.09 0.22 0.43
C: -1.74 -0.49 -0.35
N: -0.53 -0.67 0.30
C: 0.43 0.13 0.03
H: 1.86 0.54 1.69
C: 1.69 0.02 0.72
H: 2.12 -1.03 0.88

Summary:
HOMO ... -8.5049 eV
Energy relative to the best compared isomer or geometry (same formula, charge and spin) ... 41.0 kcal/mol
Gap between HOMO and LUMO ... 9.09 eV

[4]
ORCA calculation (the ωB97M-V functional and the def2-TZVPD basis) on a structure of composition C26H48Br3CsF3LiN3NaO13S.

Geometry (Å):
H: -2.35 2.42 -2.74
Br: 4.28 -0.07 -5.83
C: -6.30 -3.91 3.95
O: 5.21 6.07 0.97
H: -8.01 -6.91 7.50
H: 6.67 0.28 -2.81
C: 8.57 -3.55 1.45
H: 2.94 7.00 1.95
H: 3.44 -1.79 -7.43
H: -2.20 0.63 -0.42
Br: 5.80 -2.54 -7.21
C: -0.15 3.06 -4.29
O: 0.95 3.81 -4.84
H: -7.67 -6.47 5.09
H: 7.13 -1.67 -3.60
H: -9.78 -4.17 3.15
H: 5.54 2.90 -0.25
H: -6.81 -3.40 4.77
C: -1.10 8.11 -1.59
C: 0.26 3.08 -2.76
O: 6.87 -2.29 -1.66
H: 7.83 -2.39 -1.54
H: -5.95 -4.90 4.27
H: -8.19 -3.23 7.03
H: 6.55 -4.62 -2.94
Li: -4.94 3.33 -3.56
C: 0.11 7.24 -1.44
N: -2.00 2.31 -1.77
H: -9.89 -5.92 3.20
O: 3.07 2.80 -4.88
C: 4.10 -1.86 -6.57
H: -0.81 9.16 -1.62
H: -5.42 -3.31 3.69
H: 6.77 0.85 -1.00
C: 6.61 -2.46 -3.05
H: 6.17 2.61 -3.29
H: 5.44 8.12 0.57
C: 3.77 3.90 -1.27
H: -9.21 -5.61 7.59
C: -8.61 -6.19 5.57
H: -9.31 -7.02 5.47
H: -1.78 7.94 -0.75
H: -1.62 7.86 -2.52
Br: 3.26 -3.07 -5.31
C: -1.71 0.86 -1.46
C: -0.79 3.18 -1.56
C: 5.00 7.36 1.25
Na: 7.47 3.20 -2.93
F: -5.94 -2.47 0.58
O: -3.20 -1.51 1.60
H: 3.58 4.71 -2.05
C: 2.08 3.14 -4.22
C: 1.69 2.97 -2.68
H: 5.20 0.05 -1.70
H: -6.69 -3.24 7.97
H: -1.17 4.31 -1.51
H: -8.18 -5.25 1.66
C: 3.48 7.61 1.21
H: -7.34 -6.03 2.98
H: -0.30 2.99 -0.53
O: -7.14 -3.97 2.81
C: 7.07 -3.83 -3.50
H: -8.16 -3.93 8.68
H: 1.87 2.85 -0.45
O: -2.21 -3.33 0.32
C: -4.85 -3.28 0.51
N: -9.19 -4.99 4.95
H: 5.33 7.73 2.24
Cs: -2.83 2.91 0.30
O: 9.11 -3.10 0.40
C: -8.32 -5.95 7.05
O: -7.22 -5.06 7.21
C: -7.60 -3.80 7.75
C: -7.93 -5.15 2.72
N: 1.06 6.56 -1.32
H: 7.28 -3.20 0.43
C: -9.26 -5.07 3.48
C: 2.57 2.83 -1.37
H: 8.14 -3.96 -3.33
F: -4.90 -4.07 1.60
H: -8.62 -4.19 5.19
H: 4.51 1.84 -3.02
O: -1.10 2.55 -4.90
C: 5.23 3.26 -1.30
O: 7.22 -3.57 1.33
H: 6.86 -3.98 -4.57
H: 5.97 4.15 -1.53
O: -3.37 -1.53 -0.84
H: -2.22 0.17 -2.22
F: -5.06 -4.09 -0.55
H: 3.26 8.66 1.44
S: -3.26 -2.33 0.39
O: 9.07 -3.96 2.52
H: -0.61 0.60 -1.35
H: 3.06 7.40 0.22
C: 6.10 0.73 -1.91
H: 3.65 4.43 -0.25
H: 3.02 1.76 -1.36
C: 5.47 2.14 -2.47
H: 5.54 -2.34 -3.21

Summary:
HOMO ... -5.6965 eV
Gap between HOMO and LUMO ... 0.95 eV

[5]
ORCA calculation (the ωB97M-V functional and the def2-TZVPD basis) on a cluster of 2 separate species, C26H26N3 in total.

Geometry (Å):
C: -1.57 -1.35 -0.19
C: 1.71 -4.31 -0.43
C: 2.57 -1.98 0.84
H: -0.24 -3.88 0.38
H: 4.06 -5.71 -1.09
H: -2.66 -0.26 3.89
C: 2.34 0.90 -1.14
C: 1.06 2.40 -0.22
H: -0.90 -0.19 3.63
N: 1.39 1.06 -0.21
H: 2.84 -0.03 -1.40
C: 0.30 -1.42 1.56
H: -4.72 0.20 2.30
H: 2.89 -1.07 1.36
H: 2.36 4.91 -2.20
H: -0.06 -2.28 -1.38
C: 3.99 -4.67 -1.42
C: -3.15 -1.31 -2.50
H: -3.75 -1.33 -3.41
C: -0.96 5.30 1.14
C: -1.86 0.15 3.24
H: 0.68 6.24 -0.80
H: 0.67 -0.89 2.44
N: -3.03 -0.13 1.06
H: -1.98 4.91 1.02
H: -3.91 1.68 1.73
C: -1.96 -0.36 1.86
H: -1.89 1.25 3.29
N: 2.64 2.08 -1.75
H: -0.96 6.36 0.85
C: 1.73 4.44 -1.44
H: -0.72 5.23 2.21
C: 3.04 -3.89 -0.57
H: -1.49 -2.38 -3.41
C: -1.87 -1.90 -2.51
H: -0.46 2.60 1.27
C: -1.07 -1.88 -1.36
C: 3.46 -2.74 0.10
H: 4.98 -4.23 -1.39
H: 3.66 -4.69 -2.47
C: 0.80 -3.56 0.30
H: 1.38 -5.22 -0.94
H: -4.61 -0.21 -1.30
C: 1.20 -2.33 0.91
H: 4.51 -2.43 0.03
C: -0.99 -1.11 1.13
C: 0.14 3.14 0.53
C: 0.81 5.16 -0.66
H: 3.31 2.21 -2.50
C: -4.19 0.65 1.44
C: -3.64 -0.69 -1.33
H: -4.87 0.70 0.59
C: 0.02 4.52 0.31
C: -2.85 -0.73 -0.20
C: 1.84 3.08 -1.20

Summary:
HOMO ... -10.7532 eV
Energy relative to the best compared isomer or geometry (same formula, charge and spin) ... 0.0 kcal/mol
Gap between HOMO and LUMO ... 6.34 eV
Charge ... +1

[6]
ORCA calculation (the ωB97M-V functional and the def2-TZVPD basis) on a structure of composition C4H8N2O2.

Geometry (Å):
N: 1.19 -1.74 -0.29
H: 1.17 2.24 0.02
C: -1.59 -0.23 -0.77
H: 1.44 -1.95 -1.25
C: 0.14 0.46 0.65
N: -0.12 -1.19 -0.24
O: 0.16 0.64 1.88
H: 1.24 -2.60 0.25
C: -1.38 0.76 0.02
O: -2.14 1.58 0.77
H: -0.69 -1.93 0.20
H: -2.26 -0.86 -1.32
H: 2.17 0.78 0.06
H: -1.54 1.86 1.51
C: 1.19 1.17 -0.21
H: 1.02 1.02 -1.28

Summary:
HOMO ... -8.6140 eV
Energy relative to the best compared isomer or geometry (same formula, charge and spin) ... 165.9 kcal/mol
Gap between HOMO and LUMO ... 8.96 eV

[7]
ORCA calculation (the ωB97M-V functional and the def2-TZVPD basis) on an isolated molecule of H4OSSi.

Geometry (Å):
H: 2.24 -0.63 -0.71
O: -0.04 -0.23 1.38
S: 1.16 0.16 -1.55
H: -0.46 -0.83 1.97
Si: -0.45 0.22 -0.14
H: -1.68 -0.33 -0.77
H: -0.77 1.63 -0.18

Summary:
HOMO ... -9.4094 eV
Energy relative to the best compared isomer or geometry (same formula, charge and spin) ... 12.6 kcal/mol
Gap between HOMO and LUMO ... 9.89 eV

[8]
ORCA calculation (the ωB97M-V functional and the def2-TZVPD basis) on a structure of composition C3H8NO2S.

Geometry (Å):
H: -1.91 0.05 -1.03
H: 0.78 -0.47 2.72
H: 1.89 -0.47 -1.83
H: -1.04 -1.50 -0.82
C: -0.34 -0.52 2.25
H: -1.21 -0.65 -2.29
N: 0.07 0.28 -0.79
H: -0.98 0.21 2.95
H: 1.10 -1.42 -0.51
C: -1.04 -0.55 -1.24
O: -1.49 1.80 0.54
C: 1.34 -0.38 -0.82
S: -0.12 1.19 0.64
H: 1.90 0.39 -0.28
O: 1.04 2.06 0.52

Summary:
HOMO ... -3.7773 eV
Energy relative to the best compared isomer or geometry (same formula, charge and spin) ... 142.5 kcal/mol
Gap between HOMO and LUMO ... 7.85 eV
Charge ... -1

[9]
ORCA calculation (the ωB97M-V functional and the def2-TZVPD basis) on a structure of composition C5H20BaF2O5.

Geometry (Å):
H: 1.39 -2.22 4.62
H: 2.15 1.34 -2.21
Ba: 0.52 0.07 0.38
O: 1.59 0.56 -2.20
H: -1.28 -2.73 -0.08
F: 3.02 0.97 0.92
C: 1.68 0.07 -3.51
H: 2.22 -0.87 -3.64
H: -2.74 -1.38 1.56
O: -1.06 -2.18 0.67
O: -1.95 0.19 -0.56
O: 0.07 2.60 -0.52
C: 1.02 3.59 -0.14
H: 0.67 -0.57 4.42
H: -0.57 3.07 -1.05
H: 0.66 0.08 -3.90
H: -3.14 1.11 -1.92
C: -2.20 -2.33 1.57
H: -1.51 0.64 -2.52
C: -2.37 0.34 -1.92
H: -2.73 -0.62 -2.30
H: 2.17 -1.53 2.73
H: 2.04 3.37 -0.45
H: -0.22 -1.98 4.00
H: 0.70 4.50 -0.65
H: -2.65 0.53 0.00
H: -2.76 -3.19 1.21
H: -1.93 -2.56 2.60
F: 2.00 -2.36 -0.51
H: 0.99 3.76 0.94
C: 0.79 -1.56 3.98
H: 2.21 0.77 -4.16
O: 1.22 -1.44 2.63

Summary:
HOMO ... -7.2929 eV
Energy relative to the best compared isomer or geometry (same formula, charge and spin) ... 17.5 kcal/mol
Gap between HOMO and LUMO ... 6.63 eV

[10]
ORCA calculation (the ωB97M-V functional and the def2-TZVPD basis) on a cluster of 2 separate species, C2H2N2P2 in total.

Geometry (Å):
N: -4.46 1.62 -0.49
N: -2.31 -2.52 -0.88
C: -3.71 0.91 0.00
C: -1.92 -1.74 -0.11
H: 1.10 0.39 0.31
P: -0.28 0.73 0.24
P: -1.53 -0.75 1.24
H: -0.29 0.32 -1.10

Summary:
HOMO (spin up / spin down) ... -10.7397 / -10.0695 eV
Energy relative to the best compared isomer or geometry (same formula, charge and spin) ... 89.5 kcal/mol
Gap between HOMO and LUMO (spin up / spin down) ... 7.09 / 6.19 eV

[11]
ORCA calculation (the ωB97M-V functional and the def2-TZVPD basis) on a structure of composition C42H66N4P2PtSTe.

Geometry (Å):
H: -0.12 -3.96 -4.05
H: -2.28 1.70 0.85
H: 3.13 -6.31 0.46
N: 1.71 -0.70 -0.18
C: 0.09 1.92 3.39
H: -1.57 -7.46 0.18
N: -0.11 -5.98 0.17
H: 3.51 1.91 -4.37
C: -1.49 0.26 -4.32
H: -0.57 -1.16 -6.26
H: 4.73 1.08 1.91
H: -2.32 -1.18 3.90
H: 1.15 4.66 -1.05
C: 0.09 -3.66 3.51
Te: -3.14 -1.03 -0.07
H: 4.68 -2.75 3.66
N: 0.06 2.27 -0.04
H: 5.48 -2.81 1.30
C: -0.40 -2.22 3.67
C: 3.30 6.05 -0.37
H: -0.77 2.57 -2.62
H: 2.97 -2.14 -2.94
H: -0.72 5.02 0.14
C: -0.02 -1.49 -5.38
H: -2.15 4.82 -0.87
H: 1.36 0.73 -4.48
P: 0.06 -1.19 -2.48
C: 3.72 3.97 0.99
C: -1.93 -2.18 3.68
H: 4.10 0.53 -0.37
C: 2.27 -0.12 -1.30
H: 5.06 2.58 2.77
H: 2.43 -1.91 4.17
H: -4.13 1.24 -1.17
H: 2.95 6.24 -1.39
C: -0.82 -1.10 -4.12
C: 3.17 1.34 -3.51
C: 4.51 -2.37 1.54
H: 0.41 -4.94 -2.69
C: 2.26 -2.90 -3.27
H: -2.11 3.37 1.39
C: 0.17 0.48 3.88
C: 4.06 -2.36 2.86
C: 3.96 1.26 -2.37
C: -4.19 0.20 -1.46
C: 1.50 -0.08 -2.50
H: 2.72 -3.88 -3.11
H: 2.12 -2.78 -4.34
H: 0.97 -1.04 -5.42
H: 2.23 0.51 4.57
S: -0.74 -3.34 0.33
H: 4.07 -1.88 -0.49
H: -1.82 -6.19 -1.04
C: 3.37 2.70 1.45
H: -0.80 0.23 4.32
H: -1.60 1.26 -1.76
C: -0.01 -3.96 -2.97
H: 0.91 -7.89 0.09
H: -0.42 2.53 4.14
H: -1.61 -1.84 -3.99
C: 1.97 -1.33 2.16
H: 1.06 1.16 5.70
H: -2.32 -2.85 4.44
H: 0.12 -4.13 4.50
H: -5.15 -0.71 1.67
C: -1.12 4.49 -0.73
P: 0.23 -0.84 2.54
H: 1.84 1.23 1.44
H: -2.08 0.55 -3.45
C: 1.23 0.36 4.97
H: 1.21 -0.58 5.52
H: -4.37 0.87 1.41
H: -0.07 -1.87 4.65
H: 1.09 -3.74 3.08
C: -1.54 2.34 -1.86
C: 0.29 -4.70 0.32
C: 1.00 -6.82 0.20
C: 2.79 -1.86 3.15
H: 4.91 1.78 -2.32
C: -2.27 2.73 0.52
C: -1.16 2.97 -0.52
H: -2.49 2.74 -2.21
C: 0.93 -2.85 -2.50
H: 4.38 6.19 -0.35
C: 1.70 4.12 -0.31
H: -0.59 -4.23 2.90
H: 0.11 -2.57 -5.47
H: 1.16 -3.00 -1.45
H: -5.23 -0.14 -1.44
H: -3.78 0.05 -2.45
Pt: -0.43 -0.42 0.14
C: 3.73 -1.84 0.54
C: 2.47 -1.27 0.83
H: -2.33 -2.50 2.71
N: 1.63 -4.74 0.45
C: 2.09 -6.05 0.37
C: 1.95 0.67 -3.57
H: -3.24 2.99 0.08
H: -1.00 -3.88 -2.52
C: -1.49 -6.39 -0.02
C: 2.17 2.17 1.03
C: 4.26 1.94 2.40
H: -0.77 1.05 -4.51
H: -2.16 0.21 -5.18
C: 3.52 0.54 -1.28
H: 3.70 1.56 3.25
H: -0.57 4.78 -1.62
C: -4.20 -0.19 1.58
C: 1.26 2.85 0.18
H: -3.61 -0.34 2.48
H: 2.20 -3.92 0.59
C: 2.90 4.68 0.10
H: -0.45 2.01 2.45
H: 4.66 4.42 1.32
H: -2.13 -5.84 0.66
H: 2.86 6.82 0.27
H: 1.09 2.34 3.25

Summary:
HOMO (spin up / spin down) ... -11.6547 / -12.7591 eV
Energy relative to the best compared isomer or geometry (same formula, charge and spin) ... 2.6 kcal/mol
Gap between HOMO and LUMO (spin up / spin down) ... 7.34 / 5.52 eV
2S+1 ... 5
Expectation value of S² ... 6.10
Charge ... +2

[12]
ORCA calculation (the ωB97M-V functional and the def2-TZVPD basis) on a cluster of 3 separate species, C12H22N4O2 in total.

Geometry (Å):
H: 2.41 0.37 -3.31
H: -2.19 -3.26 2.86
N: 1.45 0.41 -5.16
C: -4.04 -2.65 3.70
H: -6.15 -0.75 2.16
C: -0.94 0.83 -4.83
C: 0.43 0.57 1.65
H: 2.03 -1.22 -3.99
H: -5.78 -1.91 4.33
H: -3.31 -2.57 1.68
H: -4.40 -0.57 2.05
H: -0.80 1.40 -3.90
H: -5.29 0.30 3.30
C: 4.76 1.37 2.03
C: -2.92 -2.48 2.70
H: 2.23 0.49 -5.79
N: 3.00 -0.74 -1.12
H: 3.12 2.03 0.25
H: 5.51 0.62 2.22
H: 1.08 2.48 1.30
C: 1.66 -0.20 -3.86
C: 0.30 0.91 -5.69
H: 2.77 1.06 2.81
H: -1.77 1.27 -5.38
H: 4.83 2.13 2.80
H: 0.69 1.60 -0.14
H: -1.18 -0.20 -4.58
H: 5.05 1.86 1.11
C: 3.36 0.76 1.95
O: -4.05 -3.54 4.53
C: 1.16 1.51 0.83
C: 2.80 0.09 -0.34
C: 2.63 1.15 0.64
C: -5.23 -0.63 2.74
H: 0.74 -0.22 -3.28
O: 0.28 1.39 -6.81
N: -5.07 -1.75 3.64
H: -2.44 -1.52 2.82
H: 3.49 -0.31 1.94
N: -0.22 -0.17 2.25

Summary:
HOMO ... -9.3459 eV
Energy relative to the best compared isomer or geometry (same formula, charge and spin) ... 57.0 kcal/mol
Gap between HOMO and LUMO ... 9.42 eV

The evaluated calculated total energy for the records listed, in turn: -9980.2726; -128492.8484; -30069.0898; -293096.5971; -31849.1386; -11346.9182; -20825.9797; -19657.6406; -21874.6046; -23658.6755; -90524.6862; -22856.0050 eV.